A molecular structure, C80H215F3N19O21Sr. Source: the OMol25 dataset; level of theory: ωB97M-V/def2-TZVPD.

Structure (XYZ):
```
339
Properties=species:S:1:pos:R:3:forces:R:3:mulliken_charge:R:1
Sr 0.78195 -4.42115 1.36560 -0.9 0.8 -1.1 0.57
C -0.01588 -1.17765 -0.64657 1.3 -2.9 0.1 -0.41
O 0.91755 -0.67991 0.34345 -0.6 -0.8 -0.7 2.13
O -0.08681 -2.60120 -0.43126 -0.6 2.5 0.4 -0.07
C -1.32759 -0.30754 -0.72370 1.8 -0.7 -1.1 0.51
F -1.12157 0.96793 -1.03319 1.3 1.2 -0.9 -0.13
F -2.16415 -0.75494 -1.63756 -0.6 -1.2 -1.5 0.01
F -1.98183 -0.23471 0.35763 -1.8 -0.6 4.3 0.03
C 1.34477 0.64945 0.30455 0.9 1.1 1.3 -0.71
C 2.61866 0.75477 1.16687 -1.5 -0.7 0.1 0.13
H 2.87409 1.79440 1.37190 0.5 -0.1 -0.5 0.06
H 2.29279 0.37039 2.13339 0.5 -0.3 0.2 -0.46
H 3.34837 0.10646 0.68179 0.6 0.4 0.4 -0.15
H 0.60267 1.22892 0.85375 -0.3 0.7 -0.7 0.58
H 1.65499 1.03493 -0.66667 -0.9 -0.1 -0.5 -0.35
H 0.43608 -1.11130 -1.63623 0.1 0.8 -0.3 -0.91
C 0.88285 -3.47612 4.77044 -0.8 0.1 1.0 -1.26
C 0.63951 -2.21649 3.97077 0.6 0.5 0.9 1.57
C 0.99635 -1.01259 4.83736 -1.1 0.6 0.2 -0.42
O 0.70531 0.18537 4.11245 0.5 -0.7 -0.5 0.75
C 0.67144 1.37494 4.85554 0.4 0.7 -0.1 -0.11
N 1.49598 -2.29925 2.80283 -0.9 -0.1 -0.5 2.95
H 1.88161 -3.52596 5.20413 0.4 0.0 -0.6 0.31
H 0.64052 -4.35485 4.17277 0.1 -0.2 0.2 -0.64
H 0.27697 -3.48945 5.67644 -0.5 -0.2 -0.1 0.51
H -0.39853 -2.03743 3.69059 -0.1 -0.5 -0.2 -0.35
H 2.01737 -1.12643 5.20156 0.4 0.5 -0.2 -0.76
H 0.34111 -0.97038 5.70740 0.0 -0.4 0.4 0.39
H 1.55269 1.50929 5.48279 0.0 -0.2 0.2 -0.09
H -0.22898 1.53031 5.44984 -0.1 -0.5 0.2 -0.39
H 0.68791 2.20381 4.14787 0.0 -0.1 -0.2 0.09
H 1.34803 -1.42894 2.31214 0.3 0.0 -0.7 -2.11
H 2.44072 -2.35102 3.15622 0.7 0.4 0.0 -0.33
C -1.76852 2.39590 -3.88757 -0.8 0.6 0.5 0.25
C -1.63670 3.87428 -4.35420 0.1 -1.2 0.4 -0.06
C -1.18332 4.77426 -3.18190 0.0 -0.7 0.8 -0.53
O -2.08917 4.57964 -2.03290 1.3 0.6 -0.6 0.19
C -1.65733 5.32975 -0.89880 0.5 -0.4 0.2 0.46
N -0.75121 3.85075 -5.53134 -1.2 1.1 0.9 -0.57
H -2.05103 1.64600 -4.62645 -0.2 0.6 -0.7 0.10
H -2.58112 2.40457 -3.16113 0.2 -0.4 0.4 -0.03
H -0.86659 1.96065 -3.45722 0.1 0.6 0.3 -0.42
H -2.62225 4.29080 -4.56227 -0.2 -0.4 -0.8 0.38
H -1.09687 5.83598 -3.41296 -0.6 0.2 -0.4 0.53
H -0.15302 4.51262 -2.94081 0.2 -0.4 0.6 -0.12
H -2.11842 4.94786 0.01206 -0.8 0.2 -0.3 -0.48
H -1.75734 6.40884 -1.01561 -0.5 0.1 -0.1 0.39
H -0.61404 5.17669 -0.62271 0.6 -0.2 -0.6 -0.38
H 0.10664 3.38152 -5.27831 0.4 0.3 0.0 0.02
H -0.58654 4.82614 -5.73529 0.6 0.1 -0.6 0.35
C 7.86841 0.93508 -0.40925 1.8 -0.4 2.1 -1.62
C 6.42582 1.10417 -0.57420 -2.6 1.6 -1.5 2.77
C 5.82864 2.28304 0.25941 1.6 -1.1 0.8 -0.07
O 6.03667 1.94519 1.63534 -0.3 -0.6 -0.5 -0.22
C 5.56092 2.83592 2.61221 0.8 -0.1 0.0 -0.41
N 6.16160 1.28910 -2.00611 -1.0 -0.1 -0.6 -0.41
H 8.54679 0.97277 -1.26159 -0.7 -0.4 -0.3 0.48
H 7.91449 0.00280 0.15362 1.1 -0.2 -0.2 0.32
H 8.29580 1.67340 0.26922 -0.1 0.2 0.2 0.30
H 5.84394 0.21695 -0.32449 0.2 -0.3 0.4 -1.47
H 4.75983 2.44249 0.11691 0.1 0.3 -0.5 -0.58
H 6.50912 3.10418 0.03404 -0.6 0.8 -0.3 0.67
H 4.64460 3.35589 2.33277 -0.3 -0.2 0.1 0.11
H 6.32215 3.58465 2.83137 0.0 0.3 0.0 0.25
H 5.47913 2.21869 3.50688 -0.5 0.2 0.2 0.11
H 5.17417 1.15815 -2.17327 -0.3 -0.8 0.1 -0.68
H 6.14318 2.24851 -2.32121 1.0 0.6 0.2 0.45
C -1.52484 -7.85985 -1.09982 -0.4 -1.4 -0.3 -1.43
C -1.13736 -7.01692 0.05235 -0.3 -0.4 1.5 0.89
C -0.64894 -7.79713 1.30644 -1.1 -0.1 -1.2 -1.29
O -0.42435 -6.83206 2.29510 1.0 0.1 1.2 0.37
C -0.15489 -7.34557 3.61930 0.5 0.5 -0.6 -0.89
N -0.12787 -6.08825 -0.40100 0.7 -0.4 1.4 1.00
H -2.29400 -8.57525 -0.80879 -0.6 0.3 -0.4 0.44
H -0.72914 -8.52055 -1.44397 0.5 0.1 0.1 0.37
H -1.75855 -7.21341 -1.94575 -0.5 -0.3 0.0 0.19
H -1.98048 -6.40979 0.38195 -0.3 -0.1 0.0 -0.38
H 0.18204 -8.44537 1.02832 0.9 0.3 0.2 0.44
H -1.36767 -8.52095 1.69064 -0.6 0.1 -0.2 0.41
H -0.98300 -7.88834 4.07508 -0.2 0.1 -0.3 0.30
H 0.10382 -6.47082 4.21594 -0.3 -0.1 0.1 0.18
H 0.72634 -7.98707 3.61637 0.0 -0.2 -0.1 0.33
H 0.62103 -6.71042 -0.66963 0.6 0.3 -0.6 0.16
H -0.56266 -5.68259 -1.21739 0.2 0.7 -0.9 -0.66
C -6.10514 4.02146 -1.35434 0.3 -0.6 0.4 -0.45
C -6.08504 5.53563 -1.21895 -0.9 -0.1 2.0 0.19
C -5.46238 6.04576 0.11196 -1.6 -0.9 -0.4 -0.38
O -6.13662 5.40448 1.22749 2.0 0.4 0.0 -0.35
C -5.46111 5.82294 2.42606 -1.6 -0.5 0.6 -0.79
N -5.40336 6.17327 -2.29759 0.3 0.1 -0.6 -0.77
H -6.66204 3.65147 -2.21519 0.0 0.4 -0.3 0.45
H -6.52506 3.45832 -0.52089 -0.1 0.3 0.3 0.06
H -5.07670 3.67727 -1.46359 0.3 -0.1 -0.1 -0.13
H -7.11007 5.90277 -1.16774 -0.2 0.0 -0.2 0.41
H -5.68291 7.10976 0.19782 0.4 0.2 -0.2 0.34
H -4.39249 5.83769 0.10054 0.2 0.0 0.3 0.02
H -5.90408 5.28124 3.26179 -0.3 -0.3 -0.1 0.28
H -5.71605 6.86120 2.63845 0.5 0.3 -0.2 0.42
H -4.39891 5.59278 2.50898 0.2 0.3 -0.7 0.23
H -4.48280 5.75773 -2.29947 0.7 0.1 -0.1 0.17
H -5.81955 5.77377 -3.12662 -0.1 0.3 -0.5 0.36
C -6.55521 0.77926 3.59690 -0.6 -0.2 -1.1 -1.69
C -6.07433 1.95885 2.73014 0.6 -1.0 1.9 0.83
C -5.10750 1.63382 1.55893 -1.1 -0.7 2.5 0.68
O -5.81200 0.85905 0.58109 1.0 1.7 0.1 -0.47
C -4.94418 0.45774 -0.44513 0.5 -0.6 -1.0 -0.43
N -7.20913 2.70239 2.31009 -0.4 0.2 -1.2 -0.62
H -5.86831 0.21791 4.23026 0.4 0.4 0.0 0.25
H -6.97308 0.05901 2.89354 -0.2 -0.4 0.0 0.16
H -7.40894 1.13662 4.17270 0.2 0.0 0.2 0.42
H -5.63587 2.67203 3.42816 1.1 -0.2 -0.1 -0.10
H -4.33542 1.01981 2.02261 0.6 0.0 -0.4 -0.43
H -4.73854 2.63244 1.32498 0.2 -0.2 -1.3 0.29
H -5.43768 0.19376 -1.38047 -0.9 0.1 0.2 0.58
H -4.41109 -0.45161 -0.16766 0.3 0.1 0.3 -0.51
H -4.23909 1.21812 -0.78096 0.2 0.3 0.5 0.43
H -6.71523 3.39563 1.76642 -0.8 1.2 -0.3 -0.29
H -7.64213 2.14185 1.59008 -0.7 -0.1 -0.3 0.54
C 0.67512 -0.04995 -4.28464 1.0 0.7 -0.8 0.48
C 1.37025 0.33073 -5.62880 -1.3 -0.7 -0.3 -0.11
C 0.85358 -0.59164 -6.78336 1.6 0.1 0.5 -0.68
O 1.49594 -0.13987 -7.96298 -0.1 0.6 0.4 -0.44
C 1.20031 -0.88506 -9.10733 0.2 0.4 -0.3 -0.75
N 1.14430 1.69662 -6.09124 0.5 0.0 1.1 -0.38
H -0.40708 0.01589 -4.39689 0.0 -0.4 0.2 0.16
H 0.98965 0.61808 -3.48282 -0.1 0.4 -0.1 -0.18
H 1.04649 -1.01495 -3.93974 -0.5 -0.4 -0.3 -0.11
H 2.44640 0.19878 -5.51659 0.1 -0.1 -0.1 -0.18
H -0.22667 -0.53339 -6.91661 -0.3 -0.1 0.3 0.40
H 1.21749 -1.60073 -6.58996 -0.5 -0.5 0.1 0.45
H 1.60228 -1.88821 -8.96520 -0.3 -0.3 -0.5 0.28
H 1.66559 -0.36225 -9.94296 0.4 -0.3 0.0 0.29
H 0.14384 -0.85329 -9.37372 -0.3 -0.4 0.4 0.26
H 0.15189 1.84956 -6.20010 -0.2 0.0 -0.3 0.40
H 1.56256 1.69002 -7.01054 -0.1 0.5 -0.3 0.30
C 5.32269 9.22530 0.71333 0.2 -1.1 0.1 -1.36
C 4.01272 8.47033 0.66891 -0.2 -0.3 0.4 0.27
C 4.10098 6.91115 0.89442 -0.2 1.2 -0.6 -0.07
O 2.81219 6.41658 0.55388 -0.4 -1.0 -0.3 -0.50
C 2.65741 4.98399 0.67635 0.5 1.4 -0.2 0.39
N 3.02222 9.08010 1.58612 0.2 -0.5 -1.0 -0.81
H 5.88517 8.87986 -0.15407 0.4 0.1 0.1 0.38
H 5.83923 8.91536 1.62175 0.4 0.4 0.1 0.10
H 5.19804 10.30565 0.63978 -0.1 -0.2 0.2 0.39
H 3.69456 8.59083 -0.36664 -0.7 -0.1 0.1 0.36
H 4.32614 6.63055 1.92334 0.3 0.2 0.0 0.08
H 4.84038 6.51614 0.19776 0.3 -0.3 0.0 0.36
H 2.47452 4.74642 1.72431 -0.2 -0.3 0.1 0.25
H 3.55617 4.46232 0.34744 0.2 0.0 -0.1 -0.10
H 1.84981 4.68328 0.00893 -0.2 0.0 0.3 -0.27
H 2.18275 8.58840 1.31481 -0.6 0.2 0.3 0.38
H 3.22483 8.73303 2.51273 0.2 0.1 0.3 0.24
C 5.72463 -0.76374 3.37991 0.5 -0.8 0.1 -1.12
C 5.36343 -2.24057 3.02428 0.1 1.2 -1.1 1.99
C 6.45100 -3.30288 3.16577 1.2 1.3 1.0 -1.07
O 6.89172 -3.33070 4.55931 0.1 -0.6 -1.6 -0.33
C 7.77693 -4.43390 4.81754 -0.4 0.3 1.0 -0.87
N 4.21175 -2.64727 3.78744 -0.2 -0.1 0.9 -0.37
H 5.01684 -0.00817 3.03897 -0.6 -0.5 0.1 -0.42
H 6.62357 -0.42260 2.86646 0.3 -0.3 0.2 0.50
H 5.84228 -0.69175 4.46115 0.2 0.2 0.0 0.46
H 5.02274 -2.15087 1.99278 0.3 -0.5 -0.5 -1.53
H 7.31561 -3.01634 2.56707 0.1 -0.1 -0.2 0.64
H 6.11803 -4.29363 2.85650 -0.3 -0.1 0.0 0.45
H 8.26809 -4.17679 5.75603 0.0 -0.1 0.0 0.26
H 8.57543 -4.67921 4.11731 -0.2 0.6 -0.6 0.33
H 7.20171 -5.34750 4.96770 -0.1 -0.1 0.0 0.32
H 4.58071 -2.59673 4.72627 -0.4 0.0 0.8 0.24
H 4.12190 -3.64325 3.64581 -0.2 -0.4 0.0 0.14
C 4.97492 -4.63550 -1.01185 -0.9 0.3 0.5 -1.81
C 3.72801 -3.80858 -0.49328 1.9 0.2 -0.5 0.51
C 3.77304 -2.34943 -0.99183 0.8 -0.1 -0.1 0.69
O 3.65665 -2.36441 -2.40159 -0.3 0.1 -0.1 -0.22
C 3.84552 -1.09043 -3.04368 0.2 -0.9 0.7 -0.95
N 2.47050 -4.41916 -0.85801 -0.1 0.3 -0.4 0.26
H 5.07472 -4.66576 -2.09684 -0.1 0.8 -0.1 0.23
H 4.91334 -5.70485 -0.80989 -0.2 0.0 0.7 0.45
H 5.86457 -4.21862 -0.53980 0.1 -0.1 -0.2 0.46
H 3.75607 -3.74168 0.59430 0.4 0.0 0.4 -0.18
H 4.69683 -1.87379 -0.66245 0.7 -0.1 -0.2 0.52
H 3.03144 -1.71720 -0.50356 -0.8 -0.2 -0.1 -0.53
H 3.60729 -1.20926 -4.10067 0.0 0.0 0.1 0.07
H 4.89054 -0.80444 -2.92438 0.0 0.2 -0.1 0.69
H 3.18460 -0.36318 -2.57208 -0.1 0.3 -0.1 0.23
H 1.92941 -3.58115 -1.01630 -1.5 0.3 0.3 -1.31
H 2.59426 -4.61614 -1.84085 0.0 -1.0 -0.3 0.76
C 5.78430 2.60507 -5.52147 1.4 -2.4 -0.5 -1.39
C 4.76645 3.68323 -5.51428 0.2 -0.6 0.9 1.47
C 4.77614 4.37696 -4.10632 -1.6 0.3 -0.5 -1.15
O 4.67700 3.54004 -2.94242 1.4 0.3 -0.1 -0.20
C 3.45078 2.89688 -2.70175 -0.2 0.5 -1.1 0.05
N 5.14346 4.56680 -6.57687 0.4 2.2 -0.5 -0.78
H 5.77347 2.02038 -6.44132 -0.6 0.0 -0.4 0.38
H 5.75495 1.82313 -4.76266 -0.4 0.2 0.5 0.10
H 6.82845 2.91225 -5.58044 -0.1 0.8 0.5 0.35
H 3.79435 3.27781 -5.79491 -0.3 -0.2 0.7 -0.28
H 3.94011 5.07613 -4.08839 -0.5 0.1 0.0 0.42
H 5.61769 5.06179 -4.00192 0.6 -0.6 0.1 0.54
H 3.23127 2.29128 -3.58105 -0.6 -0.1 -0.1 0.35
H 2.70033 3.66774 -2.52659 -0.5 -0.1 -0.1 0.53
H 3.46867 2.22871 -1.84075 0.5 0.2 0.2 -0.84
H 4.56873 4.57845 -7.40732 -0.3 -0.6 0.1 0.26
H 5.12070 5.53426 -6.28773 0.2 0.2 0.2 0.23
C 1.84007 -1.69147 8.29521 1.0 0.4 0.6 -1.51
C 3.38637 -1.50183 7.99230 -1.5 -1.9 -0.1 2.40
C 3.92259 -0.20501 8.50412 0.7 0.3 -1.2 -1.02
O 3.51939 0.86704 7.65633 -0.7 0.4 -0.1 -0.36
C 4.15063 0.97686 6.37605 0.2 -0.3 0.9 -0.66
N 4.09376 -2.66249 8.57773 -0.4 0.4 0.3 -0.78
H 1.19941 -0.93466 7.84256 0.2 0.0 -0.2 0.24
H 1.67854 -1.62647 9.37121 0.3 0.3 0.2 0.46
H 1.44303 -2.68915 8.10787 0.3 -0.1 -0.7 0.35
H 3.56044 -1.62228 6.92305 -0.3 0.8 -0.4 -1.17
H 5.01092 -0.18378 8.44768 0.3 -0.4 0.4 0.37
H 3.60075 -0.08349 9.53841 -0.1 0.6 -0.1 0.26
H 4.13313 0.07931 5.75782 -0.7 -0.2 0.0 0.04
H 5.22223 1.15229 6.47090 0.2 0.5 0.3 0.64
H 3.64826 1.80835 5.88174 0.3 -0.1 -0.1 0.18
H 5.05029 -2.64756 8.25380 0.3 0.0 0.0 0.31
H 3.65654 -3.45260 8.12533 0.1 -0.5 0.2 0.30
C -1.24206 -3.14771 -4.39177 1.3 0.4 -1.6 -0.13
C -0.61432 -4.44484 -3.86957 -2.5 1.5 0.5 0.33
C 0.90130 -4.49530 -3.77261 -0.9 0.0 0.2 0.31
O 1.39136 -4.30506 -5.04438 1.0 -0.9 -1.9 -0.40
C 2.78987 -4.57335 -5.21093 -0.1 1.1 0.2 -0.65
N -1.27161 -4.53045 -2.54621 0.7 -1.2 0.5 0.67
H -2.30522 -3.20759 -4.62459 -0.1 -0.5 0.4 -0.47
H -0.78187 -2.92358 -5.35411 0.2 0.5 -0.1 0.58
H -1.08994 -2.33204 -3.68492 0.1 0.1 -0.1 -0.47
H -1.03973 -5.20426 -4.52562 0.6 -0.6 0.1 0.43
H 1.14074 -5.47218 -3.35251 0.4 -0.4 0.0 0.94
H 1.33185 -3.72876 -3.12830 -0.3 0.3 0.4 -0.88
H 3.14854 -5.53250 -4.83742 -0.4 -0.1 0.4 0.36
H 3.30544 -3.74176 -4.73058 0.5 -0.2 0.4 0.04
H 3.10962 -4.52754 -6.25197 -0.7 0.0 -0.2 0.33
H -2.19619 -4.13492 -2.64001 -0.4 -0.3 -0.1 -0.46
H -0.80329 -3.84506 -1.97087 0.3 0.5 0.6 -0.60
C -5.32029 -7.14679 -5.82388 0.7 1.2 0.3 -1.56
C -4.40335 -6.13670 -5.03140 -2.4 -0.5 0.8 0.50
C -5.28811 -4.98247 -4.37704 1.5 -0.7 0.2 -0.92
O -4.37818 -4.07002 -3.67399 -0.9 -0.2 -0.3 0.54
C -5.11673 -3.19085 -2.82252 0.0 0.8 -0.8 -1.53
N -3.66418 -6.88622 -3.99895 0.5 1.0 -1.3 -0.44
H -4.73951 -7.89041 -6.36960 0.2 0.2 0.1 0.35
H -5.93131 -6.59148 -6.53548 -0.1 -0.2 0.0 0.31
H -5.96549 -7.69579 -5.13800 -0.1 0.1 0.1 0.43
H -3.74744 -5.56234 -5.68562 0.5 -0.5 -0.1 0.05
H -5.96897 -5.35720 -3.61277 -0.2 -0.3 -0.1 0.56
H -5.85443 -4.50515 -5.17676 0.0 0.5 0.1 0.17
H -5.67563 -3.69954 -2.03705 0.0 -0.1 0.0 0.64
H -5.76287 -2.54597 -3.41811 -0.9 -0.5 -0.3 0.44
H -4.52466 -2.36747 -2.42301 1.0 -0.7 0.5 0.17
H -4.29886 -7.28040 -3.31932 -0.1 0.1 0.1 0.32
H -3.13658 -6.12630 -3.59365 0.4 -0.4 1.0 -0.14
C 7.39523 6.60175 4.15748 -0.2 0.2 -0.2 -1.28
C 6.53104 7.60325 4.95692 -0.8 -1.9 -1.4 0.73
C 5.06160 7.08075 5.16402 -0.4 1.4 1.1 -0.90
O 4.23072 6.86068 4.04475 1.0 -0.7 -0.1 -0.18
C 2.86155 6.67284 4.27872 -1.1 0.4 -1.5 -0.75
N 7.16459 7.86814 6.21372 -0.1 0.3 1.4 -0.75
H 7.52402 5.62803 4.63011 0.0 0.1 0.4 0.33
H 8.37770 7.03553 3.97123 0.0 0.0 0.2 0.40
H 6.97611 6.37214 3.17783 -0.3 0.2 -0.1 0.22
H 6.51283 8.51057 4.35315 -0.2 0.2 0.2 0.04
H 4.53397 7.85887 5.71561 0.2 0.5 0.4 0.34
H 5.05383 6.25285 5.87298 0.2 -0.7 -0.2 0.38
H 2.49343 6.35326 3.30380 -0.1 -0.5 0.0 -0.04
H 2.29307 7.59805 4.37309 0.3 0.6 0.6 0.38
H 2.45258 5.98198 5.01598 0.9 -0.3 0.4 0.42
H 6.54837 8.34460 6.85666 -0.3 1.2 -0.4 0.26
H 7.26055 7.06681 6.82098 0.6 -1.1 -0.7 0.28
C -4.17712 2.27956 6.48576 0.6 1.3 -0.3 -1.70
C -2.66728 2.39834 6.11474 -1.1 0.1 0.8 1.55
C -2.41079 3.39785 4.94341 0.4 -0.9 0.2 -0.92
O -2.86180 2.80846 3.71011 0.9 0.0 0.9 0.37
C -2.21488 3.35768 2.57692 -0.5 0.2 0.3 -0.93
N -1.96999 2.76506 7.34182 0.4 0.9 0.7 -0.72
H -4.75522 2.07514 5.58459 -0.2 -0.7 0.3 0.13
H -4.55695 3.24337 6.82474 0.3 0.5 -0.2 0.44
H -4.36027 1.70178 7.39170 0.0 -0.9 -0.6 0.44
H -2.29336 1.39428 5.91437 -0.3 0.0 -1.3 -0.64
H -1.34373 3.62008 4.95323 0.6 -0.5 -0.5 0.38
H -2.77003 4.42241 5.03988 -1.0 -0.1 0.5 0.42
H -2.48203 2.71989 1.73434 0.1 0.2 -0.1 -0.10
H -1.13282 3.45005 2.67022 0.3 -0.4 0.2 0.60
H -2.56928 4.38111 2.45402 -0.1 0.2 -0.5 0.21
H -0.96120 2.74409 7.29712 0.3 0.3 -0.6 0.28
H -2.13127 2.07092 8.05755 -0.6 0.0 0.1 0.30
C -5.30839 -4.61757 -8.43290 0.2 1.2 -0.1 -1.19
C -4.82219 -3.16049 -8.57369 -0.1 0.3 0.8 0.29
C -4.61336 -2.50672 -7.24459 -0.5 -1.4 2.0 0.24
O -4.12105 -1.22378 -7.28214 -0.6 1.2 -1.1 -0.50
C -3.60538 -0.67871 -6.07560 0.3 -0.5 -1.4 -0.14
N -3.56721 -3.13318 -9.27568 0.6 0.2 -1.1 -0.74
H -6.22101 -4.72851 -7.84730 -0.1 0.2 -0.2 0.33
H -4.53998 -5.17650 -7.89882 0.1 -0.2 -0.3 0.20
H -5.46095 -4.95279 -9.45879 0.0 -0.5 0.2 0.39
H -5.56729 -2.50782 -9.02860 0.0 -0.3 -0.8 0.33
H -3.92148 -3.14829 -6.69890 0.4 -0.3 0.4 -0.45
H -5.55373 -2.55394 -6.69543 -0.4 0.2 0.4 0.28
H -3.46915 0.37645 -6.31260 0.1 0.0 0.4 0.36
H -2.64788 -1.19557 -6.01113 0.3 0.3 1.1 -0.14
H -4.25898 -0.81496 -5.21400 0.0 -0.1 0.1 0.19
H -2.88985 -3.74980 -8.85019 -0.1 -0.6 0.1 0.26
H -3.13932 -2.23411 -9.10631 -0.1 0.5 -0.3 0.34
C -6.70609 -2.71287 0.77875 -1.1 -0.6 -2.1 -0.43
C -7.76539 -2.17441 -0.28631 0.7 1.5 2.4 0.89
C -9.08718 -2.97614 -0.40053 1.3 1.4 -0.1 -1.08
O -8.73093 -4.09575 -1.11516 -0.2 -3.0 -0.9 -0.15
C -9.83957 -5.00528 -1.33452 0.0 0.9 -0.2 -0.89
N -7.97367 -0.73970 0.04080 -1.3 -0.2 0.0 -0.50
H -5.84133 -2.05208 0.71848 0.0 -0.2 0.2 -0.48
H -6.45566 -3.71457 0.42948 0.5 -0.2 0.3 0.47
H -7.09828 -2.78351 1.79329 -0.2 0.3 -0.1 0.54
H -7.34881 -2.06724 -1.28784 0.2 -0.9 0.0 -0.25
H -9.72858 -2.31554 -0.98390 -0.6 0.0 0.1 0.40
H -9.53800 -3.29119 0.54054 -0.1 0.5 0.4 0.46
H -10.49255 -4.49288 -2.04104 -0.5 -0.1 0.1 0.36
H -10.37365 -5.26846 -0.42151 -0.1 0.5 0.3 0.31
H -9.61337 -5.97907 -1.76890 1.0 0.3 -0.1 0.25
H -7.11651 -0.26289 0.28168 0.1 -0.3 -0.4 0.11
H -8.48126 -0.62778 0.90678 -0.6 -0.2 0.2 0.40
C -3.04074 -3.69948 0.61853 -1.0 1.0 -0.6 0.01
C -2.53553 -3.14086 1.92936 0.3 0.7 0.3 2.09
C -3.59887 -2.66119 2.99897 0.0 -0.3 -1.1 -0.61
O -3.06599 -2.12388 4.18223 0.6 -1.8 0.1 -0.50
C -2.61113 -0.81281 4.14860 -0.1 0.6 -0.1 0.58
N -1.66085 -4.18182 2.52141 -0.6 0.5 0.6 -0.63
H -3.48048 -4.69125 0.72396 0.0 -0.1 0.0 0.79
H -2.32008 -3.64112 -0.19716 0.6 -0.5 0.5 -0.47
H -3.80745 -3.05647 0.18634 -0.5 0.0 0.3 -0.76
H -1.86726 -2.30600 1.71832 -0.1 0.2 -0.1 -1.52
H -4.16130 -3.54536 3.29899 -0.2 0.0 0.1 0.37
H -4.30133 -1.93384 2.59201 -0.1 0.0 -0.5 0.08
H -3.47056 -0.14549 4.21313 0.1 0.4 0.1 -0.36
H -2.05103 -0.56168 3.24786 0.1 0.0 -0.2 -0.04
H -1.95160 -0.71359 5.01073 -0.1 0.3 0.0 -0.02
H -1.66733 -3.88951 3.48817 0.7 0.1 0.7 0.32
H -2.28376 -4.97394 2.58951 0.2 -0.8 -0.3 0.39
```
Forces are in eV/Å.

Output
E in Eh: -6127.1295
Net charge: +1
HOMO level in Eh: -0.3701